(P)
Below is a cluster of 3 separate species, C5H13NO2 in total, with properties calculated with ωB97M-V/def2-TZVPD.

Summary:
SMILES string   C=C/C(N)=C/C.O.O
Frontier orbital gap   8.737 eV
Net charge   0

Element x y z (Å)
C (1.793, -1.495, -2.258)
C (1.439, -1.385, -0.950)
C (0.888, -0.173, -0.327)
N (0.400, 0.829, -1.164)
C (0.880, -0.069, 1.060)
C (0.444, 1.147, 1.841)
H (1.646, -0.701, -2.982)
H (2.232, -2.438, -2.646)
H (1.636, -2.258, -0.288)
H (-0.296, 1.398, -0.749)
H (0.025, 0.452, -2.035)
H (1.393, -0.897, 1.619)
H (1.274, 1.849, 1.966)
H (-0.325, 1.703, 1.303)
H (0.102, 0.864, 2.834)
O (-2.031, -0.963, 0.809)
H (-1.030, -0.817, 0.954)
H (-2.355, -1.143, 1.694)
O (-2.393, 1.640, -0.130)
H (-3.259, 1.807, -0.698)
H (-2.461, 0.651, 0.147)

Atomic partial charges in e from the Löwdin method, atoms 1 to 4: number 1, C, carries 0.0144; number 2, C, carries -0.1330; number 3, C, carries -0.3777; number 4, N, carries 0.1233

(Q)
Below is a cluster of 2 separate species, C5H13NO2 in total, with properties calculated with ωB97M-V/def2-TZVPD.

Summary:
SMILES string   CCN(C)CC=O.O
Frontier orbital gap   10.009 eV
Net charge   0

Element x y z (Å)
C (-1.185, 2.177, 2.120)
C (-0.842, 1.563, 0.765)
N (0.053, 0.422, 0.920)
C (1.420, 0.868, 1.274)
C (0.114, -0.318, -0.342)
C (0.228, -1.805, -0.098)
O (0.297, -2.628, -0.971)
H (-1.865, 3.025, 2.083)
H (-1.736, 1.405, 2.673)
H (-0.302, 2.304, 2.742)
H (-1.773, 1.117, 0.408)
H (-0.560, 2.323, 0.024)
H (1.685, 1.801, 0.770)
H (1.575, 0.919, 2.353)
H (2.100, 0.073, 0.985)
H (1.007, -0.043, -0.898)
H (-0.687, -0.043, -1.021)
H (0.342, -1.966, 0.996)
O (-0.084, -0.651, -3.203)
H (-0.458, -0.852, -4.070)
H (0.142, -1.535, -2.871)

Atomic partial charges in e from the Löwdin method, atoms 1 to 4: number 1, C, carries -0.0884; number 2, C, carries -0.2879; number 3, N, carries -0.2189; number 4, C, carries -0.0828

Top of the stability list: (P), leading by 0.0075 hartree.

(P)
Below is an isolated molecule of C5H13NO2, with properties calculated with ωB97M-V/def2-TZVPD.

Summary:
SMILES string   C[C@@H](O)CCNCO
Frontier orbital gap   9.749 eV
Net charge   0

Element x y z (Å)
C (-0.313, -2.141, 2.014)
C (0.776, -1.602, 1.140)
O (1.356, -2.756, 0.443)
C (0.258, -0.702, -0.023)
C (-0.163, 0.649, 0.523)
N (-0.943, 1.459, -0.419)
C (-0.466, 1.827, -1.709)
O (-0.500, 3.261, -1.925)
H (-1.250, -2.294, 1.438)
H (-0.522, -1.354, 2.742)
H (-0.222, -3.187, 2.337)
H (1.606, -1.126, 1.690)
H (1.997, -2.345, -0.139)
H (1.043, -0.642, -0.787)
H (-0.441, -1.332, -0.562)
H (0.713, 1.285, 0.794)
H (-0.875, 0.577, 1.382)
H (-1.933, 1.393, -0.261)
H (0.623, 1.807, -1.834)
H (-0.993, 1.415, -2.586)
H (-0.653, 3.804, -1.145)

Atomic partial charges in e from the Löwdin method, atoms 1 to 4: number 1, C, carries -0.0601; number 2, C, carries -0.4210; number 3, O, carries -0.0747; number 4, C, carries -0.1615

(Q)
Below is an isolated molecule of C5H13NO2, with properties calculated with ωB97M-V/def2-TZVPD.

Summary:
SMILES string   CCC(O)(O)CNC
Frontier orbital gap   9.160 eV
Net charge   0

Element x y z (Å)
C (-0.618, -2.442, -0.897)
C (-0.916, -1.054, -1.420)
C (-0.105, 0.379, -0.650)
O (-0.722, 1.519, -1.112)
O (1.227, 0.384, -1.010)
C (-0.447, -0.021, 0.725)
N (-0.099, 1.287, 1.768)
C (1.293, 1.671, 1.845)
H (-0.921, -3.210, -1.618)
H (-1.162, -2.652, 0.031)
H (0.455, -2.561, -0.715)
H (-1.995, -0.904, -1.523)
H (-0.513, -0.967, -2.435)
H (-0.344, 1.703, -1.987)
H (1.764, 0.375, -0.205)
H (0.194, -0.786, 1.158)
H (-1.506, -0.147, 0.926)
H (-0.648, 2.096, 1.470)
H (1.477, 2.329, 2.705)
H (1.932, 0.788, 1.989)
H (1.653, 2.213, 0.955)

Atomic partial charges in e from the Löwdin method, atoms 1 to 4: number 1, C, carries -0.1416; number 2, C, carries -0.1469; number 3, C, carries -0.5956; number 4, O, carries 0.0403

(R)
Below is a cluster of 2 separate species, C5H13NO2 in total, with properties calculated with ωB97M-V/def2-TZVPD.

Summary:
SMILES string   OC[C@@H]1CCCN1.O
Frontier orbital gap   9.961 eV
Net charge   0

Element x y z (Å)
O (-1.850, 0.813, -1.882)
C (-1.315, 0.099, -0.740)
C (-0.341, 0.922, 0.053)
C (1.055, 0.976, -0.520)
C (2.077, 0.515, 0.644)
C (1.086, 0.310, 1.930)
N (-0.301, 0.212, 1.359)
H (-1.111, 1.060, -2.428)
H (-0.792, -0.901, -1.042)
H (-2.288, -0.169, -0.231)
H (-0.728, 1.926, 0.182)
H (1.318, 1.967, -0.643)
H (1.188, 0.279, -1.225)
H (2.493, -0.433, 0.530)
H (2.976, 1.100, 0.959)
H (1.259, -0.703, 2.431)
H (1.130, 1.126, 2.538)
H (-0.971, 0.628, 1.972)
O (-0.214, -3.062, -0.666)
H (-0.577, -3.927, -0.267)
H (-0.648, -2.367, -0.109)

Atomic partial charges in e from the Löwdin method, atoms 1 to 4: number 1, O, carries -0.0707; number 2, C, carries -0.2247; number 3, C, carries -0.3541; number 4, C, carries -0.0899

Top of the stability list: (P), leading by 0.0102 hartree.

(P)
Below is an isolated molecule of C5H13NO2, with properties calculated with ωB97M-V/def2-TZVPD.

Summary:
SMILES string   OCCCCNCO
Frontier orbital gap   9.356 eV
Net charge   0

Element x y z (Å)
O (1.166, -2.573, -2.624)
C (1.537, -1.531, -1.664)
C (0.623, -0.408, -1.775)
C (0.506, 0.817, -0.850)
C (0.447, 0.463, 0.695)
N (-0.351, 1.427, 1.416)
C (-1.698, 1.060, 1.750)
O (-2.112, 1.149, 3.043)
H (0.487, -3.207, -2.601)
H (1.613, -1.880, -0.645)
H (2.630, -1.577, -1.987)
H (0.642, 0.038, -2.799)
H (-0.418, -0.799, -1.740)
H (1.251, 1.506, -0.951)
H (-0.376, 1.375, -1.255)
H (1.462, 0.427, 1.064)
H (0.159, -0.626, 0.948)
H (0.251, 2.045, 1.963)
H (-1.796, -0.025, 1.219)
H (-2.423, 1.551, 1.219)
H (-1.954, 0.166, 3.360)

Atomic partial charges in e from the Löwdin method, atoms 1 to 4: number 1, O, carries -0.0901; number 2, C, carries -0.2565; number 3, C, carries -0.2245; number 4, C, carries -0.1644

(Q)
Below is a cluster of 3 separate species, C5H13NO2 in total, with properties calculated with ωB97M-V/def2-TZVPD.

Summary:
SMILES string   C=NC(=C)CC.O.O
Frontier orbital gap   9.729 eV
Net charge   0

Element x y z (Å)
C (0.194, 1.098, -2.170)
N (-0.270, 0.008, -1.667)
C (-0.590, -0.068, -0.272)
C (-0.105, 0.616, 0.748)
C (-1.356, -1.350, 0.253)
C (-0.589, -2.491, 0.764)
H (0.532, 0.919, -3.173)
H (0.293, 2.015, -1.754)
H (-0.201, 0.313, 1.721)
H (0.695, 1.289, 0.772)
H (-2.119, -1.032, 1.047)
H (-2.012, -1.838, -0.699)
H (-0.301, -3.278, 0.008)
H (0.408, -2.263, 1.251)
H (-1.146, -3.006, 1.534)
O (4.163, -0.796, 0.402)
H (3.965, -1.596, 0.852)
H (4.989, -0.532, 0.317)
O (-2.212, 2.949, 1.003)
H (-2.671, 2.560, 1.755)
H (-1.473, 2.346, 0.862)

Atomic partial charges in e from the Löwdin method, atoms 1 to 4: number 1, C, carries 0.0089; number 2, N, carries 0.0478; number 3, C, carries -0.3211; number 4, C, carries 0.0059

Top of the stability list: (P), leading by 0.0096 hartree.

(P)
Below is a cluster of 3 separate species, C5H13NO2 in total, with properties calculated with ωB97M-V/def2-TZVPD.

Summary:
SMILES string   C=CCNC=C.O.O
Frontier orbital gap   8.551 eV
Net charge   0

Element x y z (Å)
C (1.029, -2.727, 0.949)
C (1.880, -1.769, 0.649)
C (2.227, -1.370, -0.767)
N (1.457, -0.233, -1.240)
C (0.253, -0.414, -1.897)
C (-0.758, 0.448, -1.882)
H (0.739, -3.026, 1.941)
H (0.513, -3.287, 0.180)
H (2.405, -1.227, 1.425)
H (3.277, -1.126, -0.846)
H (2.028, -2.208, -1.438)
H (1.562, 0.608, -0.703)
H (0.249, -1.339, -2.458)
H (-0.753, 1.383, -1.347)
H (-1.633, 0.253, -2.502)
O (-2.489, 5.010, 1.147)
H (-2.478, 4.891, 0.192)
H (-2.442, 5.960, 1.285)
O (-2.115, -0.507, 2.101)
H (-1.166, -0.529, 2.319)
H (-2.379, 0.365, 2.425)

Atomic partial charges in e from the Löwdin method, atoms 1 to 4: number 1, C, carries 0.0012; number 2, C, carries -0.1686; number 3, C, carries -0.2250; number 4, N, carries -0.0521

(Q)
Below is a cluster of 3 separate species, C5H13NO2 in total, with properties calculated with ωB97M-V/def2-TZVPD.

Summary:
Frontier orbital gap   5.065 eV
Net charge   0

Element x y z (Å)
C (1.034, 0.899, 1.772)
N (2.173, 0.438, 1.245)
C (-1.138, -1.226, -0.708)
C (-1.479, 0.082, -0.701)
C (-1.790, 0.839, 0.527)
O (-1.583, 0.229, 1.717)
C (-0.362, -1.825, -1.823)
H (0.040, 0.269, 1.563)
H (0.609, 1.785, 1.275)
H (1.025, 1.096, 2.848)
H (2.543, -0.405, 1.684)
H (-1.237, -1.719, 0.263)
H (-1.231, 0.635, -1.600)
H (-2.813, 1.266, 0.544)
H (-1.174, 1.768, 0.460)
H (0.690, -1.538, -1.699)
H (-0.493, -2.894, -1.858)
H (-0.644, -1.271, -2.706)
H (2.154, 0.490, 0.159)
H (1.980, 0.907, -1.768)
O (1.696, 0.176, -1.194)

Atomic partial charges in e from the Löwdin method, atoms 1 to 4: number 1, C, carries -0.1296; number 2, N, carries 0.1211; number 3, C, carries -0.1270; number 4, C, carries -0.0955

(R)
Below is a cluster of 2 separate species, C5H13NO2 in total, with properties calculated with ωB97M-V/def2-TZVPD.

Summary:
SMILES string   NC(=O)O.CCCC
Frontier orbital gap   10.914 eV
Net charge   0

Element x y z (Å)
N (-2.251, 0.320, 0.129)
C (-1.723, 1.572, 0.152)
O (-1.184, 2.084, -0.803)
O (-1.784, 2.202, 1.342)
H (-2.764, -0.078, 0.897)
H (-2.263, -0.160, -0.755)
H (-2.119, 1.640, 2.051)
C (1.087, 0.688, 0.927)
C (1.846, -0.020, -0.192)
C (0.932, -0.736, -1.191)
C (0.329, -2.017, -0.623)
H (0.492, 1.528, 0.475)
H (1.782, 1.096, 1.659)
H (0.439, -0.013, 1.452)
H (2.543, -0.751, 0.234)
H (2.438, 0.724, -0.729)
H (0.142, -0.053, -1.501)
H (1.517, -0.991, -2.078)
H (-0.272, -2.524, -1.376)
H (1.118, -2.699, -0.307)
H (-0.305, -1.811, 0.236)

Atomic partial charges in e from the Löwdin method, atoms 1 to 4: number 1, N, carries 0.1829; number 2, C, carries -0.7004; number 3, O, carries 0.0698; number 4, O, carries 0.1121

(S)
Below is a cluster of 2 separate species, C5H13NO2 in total, with properties calculated with ωB97M-V/def2-TZVPD.

Summary:
SMILES string   C[C@]([NH3+])([O-])O.C=CC
Frontier orbital gap   10.292 eV
Net charge   0

Element x y z (Å)
C (0.140, -0.382, 2.062)
C (-0.944, 0.553, 1.559)
N (-0.419, 1.460, 0.353)
O (-1.301, 1.579, 2.342)
O (-2.026, -0.217, 1.067)
H (0.379, -1.153, 1.329)
H (-0.230, -0.856, 2.969)
H (1.038, 0.186, 2.309)
H (-0.852, 2.196, 1.226)
H (0.578, 1.413, 0.158)
H (-0.941, 1.312, -0.506)
H (-2.812, 0.263, 1.363)
C (1.947, 0.109, -1.911)
C (1.213, -0.918, -1.493)
C (-0.209, -1.187, -1.878)
H (1.550, 0.847, -2.602)
H (2.975, 0.239, -1.598)
H (1.663, -1.637, -0.813)
H (-0.864, -1.202, -1.001)
H (-0.301, -2.167, -2.355)
H (-0.584, -0.436, -2.578)

Atomic partial charges in e from the Löwdin method, atoms 1 to 4: number 1, C, carries -0.0016; number 2, C, carries -0.7349; number 3, N, carries 0.1558; number 4, O, carries -0.1348

Top of the stability list: (R), leading by 0.0870 hartree.